Entry 1:
# C44H41N3P2Se4Te2Y

C44H41N3P2Se4Te2Y as an isolated structure (the ωB97M-V functional and the def2-TZVPD basis, the OMol25 dataset).

XYZ file:
```
97
Properties=species:S:1:pos:R:3:lowdin_charge:R:1
Y -1.0934 -0.5408 -0.5196 0.679
Se -1.2917 0.2745 2.2947 -0.150
Se -1.8422 -1.3009 3.7900 -0.117
Te 1.4674 -2.4591 3.1617 0.130
Se 1.0301 -0.8507 1.3700 -0.294
Te -0.0422 3.3232 -3.8051 1.244
C 1.9202 3.9649 -4.3542 -0.563
C 2.5700 4.9991 -3.6900 -0.142
C 3.8559 5.3508 -4.0768 -0.159
N 4.5198 4.7585 -5.0684 0.049
C 3.8871 3.7790 -5.7119 -0.163
C 2.6046 3.3512 -5.3978 -0.152
C 0.2781 1.8730 -2.3535 -1.048
P 0.7537 0.2053 -2.6321 0.812
C 0.3938 -0.2056 -4.3743 -0.376
C -0.9362 -0.1642 -4.7927 -0.146
C -1.2773 -0.4667 -6.1004 -0.078
C -0.2900 -0.8083 -7.0158 -0.095
C 1.0359 -0.8486 -6.6117 -0.091
C 1.3774 -0.5522 -5.2974 -0.087
C 2.5549 -0.0786 -2.5032 -0.367
C 3.0027 -1.2102 -1.8271 -0.110
C 4.3625 -1.4412 -1.6654 -0.076
C 5.2837 -0.5398 -2.1777 -0.088
C 4.8459 0.5956 -2.8493 -0.076
C 3.4884 0.8246 -3.0056 -0.105
P 0.0970 2.1080 -0.6155 0.787
C 1.6462 2.6816 0.1643 -0.373
C 2.7138 3.1196 -0.6086 -0.100
C 3.8894 3.5531 -0.0103 -0.081
C 4.0031 3.5441 1.3723 -0.094
C 2.9432 3.0966 2.1513 -0.077
C 1.7704 2.6633 1.5523 -0.117
C -1.0009 3.5318 -0.3041 -0.367
C -2.3690 3.3133 -0.1641 -0.089
C -3.2327 4.3724 0.0760 -0.066
C -2.7355 5.6630 0.1781 -0.086
C -1.3724 5.8911 0.0461 -0.086
C -0.5096 4.8308 -0.1870 -0.096
H 2.0889 5.5186 -2.8706 0.090
H 4.3795 6.1502 -3.5621 0.100
H 4.4382 3.3030 -6.5168 0.100
H 2.1525 2.5343 -5.9482 0.087
H -1.7125 0.1358 -4.0970 0.017
H -2.3156 -0.4268 -6.4045 0.105
H -0.5538 -1.0407 -8.0401 0.097
H 1.8114 -1.1133 -7.3200 0.098
H 2.4149 -0.5954 -4.9915 0.096
H 2.2832 -1.8999 -1.3984 0.070
H 4.6988 -2.3133 -1.1194 0.104
H 6.3440 -0.7128 -2.0409 0.098
H 5.5608 1.3101 -3.2391 0.103
H 3.1452 1.7161 -3.5146 0.079
H 2.6225 3.1054 -1.6864 0.064
H 4.7160 3.8866 -0.6268 0.099
H 4.9213 3.8724 1.8438 0.096
H 3.0340 3.0676 3.2297 0.103
H 0.9548 2.2969 2.1662 0.065
H -2.7731 2.3082 -0.2343 0.066
H -4.2914 4.1778 0.1973 0.088
H -3.4084 6.4896 0.3712 0.098
H -0.9785 6.8965 0.1297 0.098
H 0.5546 5.0126 -0.2723 0.100
C -7.0811 2.4102 2.3152 -0.056
C -6.2442 1.7476 1.2535 -0.273
C -6.0489 2.3378 0.0137 -0.051
C -5.2464 1.7566 -0.9628 -0.341
C -5.0735 2.4536 -2.2835 -0.104
C -4.6241 0.5274 -0.6959 -0.548
Se -3.4372 -0.1719 -2.0498 0.614
C -4.8629 -0.1184 0.5289 -0.303
C -4.3697 -1.4973 0.8642 -0.106
C -5.6472 0.5193 1.4862 -0.014
H -7.4255 3.3917 1.9888 0.068
H -6.5098 2.5404 3.2360 0.079
H -7.9598 1.8090 2.5586 0.076
H -6.5260 3.2894 -0.2020 0.110
H -5.6154 3.4002 -2.2901 0.075
H -5.4454 1.8311 -3.1001 0.069
H -4.0217 2.6491 -2.4965 0.053
H -3.5748 -1.8368 0.2058 -0.003
H -5.1766 -2.2224 0.7237 0.093
H -4.0352 -1.5503 1.9030 0.013
H -5.7846 0.0304 2.4459 0.125
N -1.2369 -3.8261 1.4737 0.118
C -0.7247 -3.8844 0.2288 -0.416
C 0.1966 -4.8927 -0.1349 -0.012
C 0.6042 -4.9868 -1.4350 -0.065
C 0.0907 -4.1079 -2.4013 -0.075
C -0.7730 -3.1407 -1.9651 -0.196
N -1.1366 -2.9797 -0.6751 -0.020
H -0.6140 -4.1323 2.2132 0.000
H -1.7216 -2.9784 1.7557 -0.019
H 0.5643 -5.5619 0.6301 0.113
H 1.3197 -5.7487 -1.7189 0.108
H 0.3669 -4.1694 -3.4434 0.103
H -1.2072 -2.4285 -2.6654 0.077
```

Properties
Energy relative to the best compared isomer or geometry (same formula, charge and spin) = 21.4 kcal/mol
Molar mass = 1333.7 g/mol
F_max = 0.51 eV Å⁻¹
Energy = -346362.529 eV
Charge = -1
E_HOMO = -0.152 Ha
LUMO level = 1.936 eV

***

Entry 2:
# C4H3ClN2S

An isolated molecule of C4H3ClN2S at a distorted geometry (the ωB97M-V functional and the def2-TZVPD basis, the OMol25 dataset).

XYZ file:
```
11
Properties=species:S:1:pos:R:3:nbo_charge:R:1
C 0.2844 -1.1502 -0.6491 -0.205
C 0.4059 0.1398 -1.2701 0.125
C -0.2139 1.2729 0.6426 0.215
C -0.1324 -1.1617 0.6645 0.078
H 0.7703 0.1956 -2.2870 0.210
H -0.6624 0.0602 2.2012 0.434
H -0.2848 -2.0750 1.2574 0.237
N 0.2272 1.2742 -0.6552 -0.433
N -0.3860 0.0368 1.2494 -0.525
S -0.5915 2.6266 1.5459 -0.184
Cl 0.5111 -2.5875 -1.5526 0.047
```

Properties
SMILES string = S=c1ncc(Cl)c[nH]1
Energy relative to the best compared isomer or geometry (same formula, charge and spin) = 1.4 kcal/mol
Molar mass = 146.6 g/mol
F_max = 1.32 eV Å⁻¹
Energy = -30534.012 eV
Charge = 0
E_HOMO = -0.306 Ha
LUMO level = -0.505 eV

***

Entry 3:
# C2H10O4

A 4-piece molecular cluster, C2H10O4 overall at a distorted geometry (the ωB97M-V functional and the def2-TZVPD basis, the OMol25 dataset).

XYZ file:
```
16
Properties=species:S:1:pos:R:3:nbo_charge:R:1
O 2.1234 0.8836 -0.2806 -0.529
C 1.8868 -0.2539 -0.6901 0.435
C 2.8927 -1.3953 -0.9717 -0.733
H 0.7984 -0.4782 -0.9385 0.108
H 2.4549 -2.2837 -1.4499 0.229
H 3.1584 -1.7242 0.0920 0.243
H 3.8195 -1.0160 -1.5020 0.249
H -0.4001 2.9482 2.2981 0.472
H -0.0736 1.4543 2.5962 0.474
O -0.3329 2.0476 1.8689 -0.945
H -0.5075 3.6662 -0.6233 0.459
H 0.2260 2.3473 -0.7268 0.488
O -0.0517 3.1234 -1.2199 -0.949
H -6.0721 -4.1439 0.4015 0.467
H -4.6390 -4.5399 0.0428 0.465
O -5.1690 -4.3464 0.8542 -0.932
```

Properties
SMILES string = CC=O.O.O.O
Energy relative to the best compared isomer or geometry (same formula, charge and spin) = 24.9 kcal/mol
Molar mass = 98.1 g/mol
F_max = 3.22 eV Å⁻¹
Energy = -10425.115 eV
Charge = 0
E_HOMO = -0.367 Ha
LUMO level = 0.674 eV

***

Entry 4:
# C7H16CdO4S

C7H16CdO4S as an isolated structure at a distorted geometry (the ωB97M-V functional and the def2-TZVPD basis, the OMol25 dataset).

XYZ file:
```
29
Properties=species:S:1:pos:R:3:nbo_charge:R:1
C 0.4733 -2.7897 -1.0507 -0.632
C -0.5952 -2.0900 -2.1213 -0.419
C 0.0744 -0.7304 -2.8216 -0.423
C -1.0214 0.4892 -2.4895 -0.138
O -0.6935 0.9561 -1.1335 -0.711
S -1.9308 1.9130 -0.4559 1.663
O -3.3514 1.3991 -0.8137 -0.763
O -1.8065 1.6095 1.2518 -0.672
C -0.6010 2.3187 1.7868 0.172
O 0.2397 1.4552 2.6483 -0.694
C 1.2057 0.6720 1.8512 -0.137
C 2.1829 -0.1850 2.8945 -0.642
H 1.5581 -2.8598 -1.5026 0.227
H 0.1342 -3.9080 -0.8495 0.246
H 0.4454 -2.1541 -0.0418 0.168
H -1.0027 -2.8566 -2.9248 0.244
H -1.5279 -1.7738 -1.4480 0.192
H 1.0594 -0.5216 -2.2104 0.214
H 0.2400 -0.8743 -3.9728 0.260
H -0.8885 1.2861 -3.3361 0.222
H -2.0762 -0.0078 -2.6033 0.241
H 0.0580 2.8034 0.9479 0.293
H -1.0477 3.1764 2.4866 0.018
H 1.8324 1.3325 1.1012 0.243
H 0.6287 -0.1535 1.2115 0.260
H 3.1904 -0.5306 2.4083 0.294
H 2.3941 0.5627 3.8001 0.212
H 1.5641 -1.1233 3.2897 0.254
Cd -0.7381 2.5845 4.0976 1.811
```

Properties
Molar mass = 308.7 g/mol
F_max = 6.39 eV Å⁻¹
Energy = -31080.233 eV
Charge = +2
E_HOMO = -0.572 Ha
LUMO level = -12.891 eV

***

Entry 5:
# C20H68O20S3

A 14-piece molecular cluster, C20H68O20S3 overall at a distorted geometry (the ωB97M-V functional and the def2-TZVPD basis, the OMol25 dataset).

XYZ file:
```
111
Properties=species:S:1:pos:R:3:lowdin_charge:R:1
O -0.7790 -1.7363 -1.5893 -0.311
S -1.0126 -0.4956 -0.8013 0.728
O -2.2931 -0.1512 -0.1837 -0.288
O 0.2214 -0.3305 0.3246 -0.247
C 1.4736 -0.8180 -0.1381 -0.276
C 2.5089 -0.7078 0.9866 -0.043
C -0.5751 0.8559 -1.8804 -0.092
H 1.9330 -0.3457 -1.0064 0.118
H 1.3199 -1.8894 -0.2666 0.093
H 2.1286 -0.9244 1.9849 0.068
H 2.7329 0.3510 1.1169 0.046
H 3.3889 -1.2900 0.7130 0.088
H -0.2309 1.6219 -1.1855 0.064
H -1.5001 1.1000 -2.4028 0.042
H 0.2297 0.6270 -2.5790 0.074
O -4.9736 -1.8934 4.5877 -0.289
S -4.0312 -1.6617 3.4901 0.709
O -2.5781 -1.8290 3.6023 -0.312
O -4.5534 -2.6339 2.2386 -0.280
C -3.8157 -2.8508 1.0590 -0.311
C -4.6336 -2.5459 -0.1750 -0.053
C -4.4266 -0.0466 2.6061 -0.087
H -3.4675 -3.8807 1.1380 0.121
H -2.8426 -2.3620 1.0126 0.093
H -4.1435 -2.9191 -1.0742 0.073
H -4.7432 -1.4650 -0.2628 0.059
H -5.6459 -2.9422 -0.0959 0.084
H -5.3481 -0.2417 2.0576 0.067
H -3.6848 0.2399 1.8606 0.031
H -4.5005 0.6258 3.4609 0.061
O 2.8873 1.1917 -3.4066 -0.295
S 3.0651 2.6149 -3.1402 0.700
O 4.0453 3.4248 -3.8899 -0.303
O 1.6096 3.4092 -3.0725 -0.256
C 1.2108 3.8355 -4.3022 -0.337
C -0.2605 3.5310 -4.4770 -0.061
C 3.4761 2.8316 -1.2919 -0.073
H 1.7529 3.3799 -5.1308 0.119
H 1.4697 4.8931 -4.3527 0.130
H -0.5797 2.5041 -4.6547 0.060
H -0.6811 4.0864 -5.3154 0.083
H -0.9148 3.9393 -3.7067 0.083
H 4.4657 2.4088 -1.1189 0.061
H 2.8421 2.1808 -0.6897 0.036
H 3.3870 3.8759 -0.9925 0.065
C -2.8735 3.0631 1.6464 -0.147
O -2.1401 2.7896 0.4952 -0.122
H -3.1676 2.2608 2.3231 0.049
H -2.3100 3.7340 2.2948 0.083
H -3.8354 3.5269 1.4278 0.091
H -2.7385 2.8363 -0.2540 0.040
C 0.3739 4.6382 0.8689 -0.150
O 0.5840 3.2446 0.8166 -0.150
H 0.0238 4.8335 1.8825 0.072
H 1.3097 5.1669 0.6880 0.077
H -0.3776 5.0207 0.1782 0.082
H -0.2956 2.8601 0.8252 0.016
C -1.8837 -4.5955 -2.5628 -0.158
O -1.5762 -3.5079 -3.4319 -0.136
H -2.7626 -5.1262 -2.9287 0.075
H -1.0757 -5.3267 -2.5384 0.072
H -2.1697 -4.2579 -1.5667 0.057
H -1.0508 -2.8823 -2.9277 0.004
C -3.2061 0.4175 -4.2776 -0.130
O -2.8231 1.7681 -4.3867 -0.152
H -4.0983 0.2803 -4.8884 0.091
H -2.4198 -0.2915 -4.5368 0.098
H -3.5475 0.2353 -3.2586 0.080
H -2.4784 1.8167 -5.2814 0.091
C 0.1378 1.1355 3.3082 -0.190
O 0.4055 1.9490 4.4053 -0.086
H 0.7421 1.2896 2.4143 0.043
H 0.2249 0.0798 3.5653 0.083
H -0.8575 1.3317 2.9095 0.072
H 0.5618 2.8119 4.0148 0.075
C 3.0268 -1.5731 5.1819 -0.092
O 3.3404 -2.6699 4.2720 -0.135
H 2.3704 -1.9639 5.9594 0.086
H 3.8601 -1.0387 5.6381 0.083
H 2.4243 -0.8715 4.6049 0.054
H 4.1123 -2.4295 3.7544 0.083
C 1.9866 -5.6135 -0.5155 -0.184
O 2.7434 -5.8006 0.6527 -0.106
H 1.8512 -4.5510 -0.7178 0.063
H 2.3579 -6.1101 -1.4119 0.078
H 0.9830 -6.0323 -0.4416 0.069
H 2.2920 -5.2796 1.3208 0.023
C 3.6953 1.9777 2.9352 -0.179
O 4.7510 1.2309 2.4248 -0.119
H 3.2815 2.6245 2.1616 0.068
H 2.8104 1.5010 3.3569 0.059
H 4.1908 2.6488 3.6368 0.088
H 5.4931 1.8360 2.3554 0.082
C 0.5271 -3.8035 2.4416 -0.171
O 1.5470 -4.5065 3.0264 -0.107
H 0.1470 -3.0664 3.1489 0.082
H 0.8477 -3.2243 1.5757 0.062
H -0.2341 -4.5135 2.1180 0.095
H 2.1745 -3.8489 3.3352 0.040
C 5.8698 -1.9212 -1.5107 -0.162
O 5.7065 -0.9763 -2.5420 -0.128
H 4.9454 -2.4545 -1.2890 0.074
H 6.6552 -2.6179 -1.8035 0.075
H 6.2261 -1.3340 -0.6644 0.075
H 6.3412 -0.2690 -2.4062 0.071
C -4.7818 2.6276 -1.5699 -0.135
O -3.5447 3.1580 -2.0247 -0.132
H -5.3035 3.4267 -1.0433 0.089
H -5.3742 2.3070 -2.4269 0.084
H -4.6634 1.7234 -0.9729 0.072
H -3.2660 2.7379 -2.8417 0.027
```

Properties
Energy relative to the best compared isomer or geometry (same formula, charge and spin) = 5.3 kcal/mol
Molar mass = 724.9 g/mol
F_max = 4.11 eV Å⁻¹
Energy = -95290.420 eV
Charge = 0
E_HOMO = -0.355 Ha
LUMO level = 0.119 eV

***

Entry 6:
# C17H22N3O3ReS3

C17H22N3O3ReS3 as an isolated structure at a distorted geometry (the ωB97M-V functional and the def2-TZVPD basis, the OMol25 dataset).

XYZ file:
```
49
Properties=species:S:1:pos:R:3:mulliken_spin:R:1
Re -0.2512 0.1889 -1.5402 0.900
N -2.2950 -0.4241 -1.3615 0.027
C -3.1579 0.7798 -1.1620 0.004
C -2.6448 1.8430 -2.0958 0.002
N -1.2300 2.1018 -1.6722 0.001
C -0.3881 2.9579 -2.5673 -0.001
C 1.0077 2.8827 -2.0113 0.006
N 1.4182 1.4449 -2.0480 0.019
H -2.5605 -0.9006 -2.2260 0.004
H -2.4419 -1.1027 -0.6033 0.000
H -3.0477 1.0942 -0.1223 0.000
H -4.2104 0.5550 -1.3291 -0.001
H -3.2589 2.7417 -2.0218 0.001
H -2.6374 1.5349 -3.1427 -0.001
H -1.2271 2.4955 -0.7273 0.003
H -0.7359 3.9921 -2.5744 0.001
H -0.4729 2.5762 -3.5861 0.000
H 1.0250 3.1995 -0.9665 0.000
H 1.7034 3.5149 -2.5617 -0.001
H 2.2296 1.2921 -1.4403 0.001
H 1.7186 1.1907 -2.9917 0.002
O -0.4361 -0.0958 -3.2919 -0.013
O -0.4462 -0.4123 -4.4875 0.027
O 0.0102 0.1642 0.2251 0.005
C 0.5808 -0.7590 1.2929 0.011
C 1.8632 -0.1255 1.7391 0.001
C 2.9994 -0.7483 2.1473 0.002
C 4.0213 0.1797 2.5190 0.000
C 3.6387 1.4675 2.3614 0.000
S 2.0243 1.5863 1.7824 0.001
C -0.4269 -0.9120 2.3672 0.004
C -0.2949 -0.6286 3.6939 0.001
C -1.4971 -0.8583 4.4251 0.000
C -2.5158 -1.2840 3.6423 0.000
S -2.0263 -1.4526 2.0020 0.001
C 0.7570 -2.0508 0.5126 0.005
C 0.5044 -3.3340 0.7745 -0.001
C 0.6726 -4.2094 -0.3984 -0.005
C 1.0097 -3.5672 -1.5193 0.009
S 1.3051 -1.8845 -1.1461 -0.014
H 3.1155 -1.8238 2.2034 0.000
H 4.9930 -0.1112 2.8917 0.000
H 4.2061 2.3616 2.5721 0.000
H 0.6245 -0.2811 4.1464 0.000
H -1.5878 -0.7165 5.4923 0.000
H -3.5260 -1.5267 3.9370 0.000
H 0.1775 -3.6942 1.7418 0.000
H 0.5088 -5.2792 -0.3692 0.001
H 1.2020 -3.9628 -2.5058 -0.001
```

Properties
Energy relative to the best compared isomer or geometry (same formula, charge and spin) = 18.4 kcal/mol
Molar mass = 598.8 g/mol
F_max = 1.21 eV Å⁻¹
Energy = -63202.192 eV
Charge = +3
Spin multiplicity = 2
E_HOMO (alpha / beta) = -0.637 / -0.637 Ha
LUMO level (alpha / beta) = -12.129 / -13.240 eV